The following is a quantum chemistry calculation of a molecular structure, C23H53ClF9O22P5Si2 in a non-equilibrium geometry, from the OMol25 dataset.

The geometry in XYZ format:
```
115
Properties=species:S:1:pos:R:3
C 0.25709 -0.98519 1.81165
C 0.23270 -0.34372 0.61497
Si 0.14661 1.45698 0.32617
O 1.54374 2.32920 0.24592
Si 2.99346 1.60147 0.61257
C 4.34652 2.84404 0.14914
C 5.38605 3.30682 1.13405
O 6.44200 3.75229 0.84049
Cl 4.96761 3.19380 2.86234
C -0.88063 2.34516 1.71955
F -0.12096 2.29698 2.85545
F -1.03774 3.66179 1.40253
C -2.26279 1.81550 2.15791
F -2.12658 0.60864 2.71917
F -2.75589 2.64982 3.10299
C -3.37385 1.69741 1.07743
F -3.13632 0.62822 0.30415
F -4.52523 1.47485 1.74783
C -3.65742 2.92518 0.16701
F -4.84442 2.73283 -0.42765
F -2.73517 3.05385 -0.78281
F -3.73179 4.04426 0.88688
H -0.51251 -1.71332 2.06937
H 1.00858 -0.81462 2.58198
H 0.22390 -0.95656 -0.29251
H -0.56652 1.66107 -0.94369
H 2.98891 1.26373 2.04597
H 3.23146 0.39499 -0.19626
H 4.93751 2.40479 -0.66267
H 3.88458 3.74963 -0.26257
C -0.25407 -2.27762 7.37849
O -0.89448 -1.00326 7.50749
P -0.28062 0.21527 6.67861
O -0.05660 -0.05591 5.26036
O 1.03287 0.62583 7.44982
C 1.02411 0.77272 8.87674
O -1.28481 1.37159 7.04608
C -2.48179 1.51691 6.26058
H -0.40691 -2.81260 8.31270
H -0.70615 -2.83347 6.55863
H 0.81589 -2.16983 7.19363
H 1.34882 -0.15860 9.33952
H 0.03469 1.03962 9.24432
H 1.72664 1.56455 9.12148
H -3.20606 2.03424 6.88357
H -2.88042 0.54660 5.96564
H -2.26037 2.10513 5.37654
C 2.12112 -6.50963 3.31619
O 0.74552 -6.65334 2.93143
P 0.19475 -5.65822 1.81503
O 1.01219 -5.57062 0.60956
O -0.00205 -4.27282 2.54661
C -0.63682 -4.21347 3.83121
O -1.28594 -6.17878 1.64064
C -1.52014 -7.26388 0.72728
H 2.20044 -6.82913 4.35236
H 2.74567 -7.13953 2.68591
H 2.45195 -5.47386 3.22950
H 0.12536 -4.22388 4.61018
H -1.32318 -5.04615 3.97717
H -1.18618 -3.27566 3.87699
H -2.44279 -7.74509 1.03912
H -0.70474 -7.98551 0.75603
H -1.62555 -6.87215 -0.28196
C 6.16673 -3.15044 -1.32509
O 6.10324 -2.70071 -2.68666
P 4.68762 -2.19087 -3.21461
O 4.02799 -1.21590 -2.34936
O 3.82873 -3.49897 -3.43718
C 4.39166 -4.62658 -4.11671
O 5.03679 -1.74356 -4.68080
C 5.55155 -0.41577 -4.89602
H 6.94936 -3.90341 -1.27131
H 6.41377 -2.31405 -0.67378
H 5.21964 -3.58759 -1.00556
H 4.79859 -5.32549 -3.38664
H 5.17458 -4.32455 -4.81161
H 3.58478 -5.10822 -4.66412
H 6.09474 -0.43489 -5.83465
H 6.21481 -0.12008 -4.08311
H 4.72237 0.28398 -4.96945
C -7.22078 8.92453 1.77866
O -7.48921 7.51579 1.71970
P -8.22864 6.96778 0.41852
O -7.64079 7.38706 -0.84947
O -9.74091 7.39315 0.58186
C -10.41811 7.19661 1.83014
O -8.26246 5.41793 0.71755
C -7.11289 4.63450 0.35161
H -7.22531 9.20915 2.82795
H -6.24487 9.13015 1.34348
H -7.98012 9.49662 1.24411
H -10.36198 8.10976 2.42179
H -9.98782 6.36938 2.39230
H -11.45715 6.97592 1.60070
H -7.12084 3.74625 0.97728
H -6.18946 5.18680 0.51919
H -7.18307 4.35005 -0.69582
C 2.32443 0.61435 -8.94141
O 2.30101 -0.82038 -8.99592
P 3.70022 -1.57812 -8.94397
O 4.58317 -1.17150 -7.85531
O 4.33617 -1.39479 -10.37611
C 3.54437 -1.60325 -11.55437
O 3.23425 -3.08677 -8.94414
C 2.90844 -3.68323 -7.67579
H 1.45469 0.97089 -9.48729
H 2.27055 0.94196 -7.90511
H 3.22974 1.01460 -9.39953
H 3.13833 -0.65040 -11.89168
H 2.73116 -2.30333 -11.37023
H 4.20439 -2.00766 -12.31687
H 2.23815 -4.51339 -7.88074
H 2.41590 -2.96894 -7.01703
H 3.81915 -4.04374 -7.20221
```

Output
* LUMO level: 0.1 eV
* E_HOMO: -8.592 eV